A gas-phase ion, C9H9N2O (charge +1), computed with ωB97M-V/def2-TZVPD.

The geometry in ORCA input format:
```
! RIJCOSX wB97M-V def2-TZVPD def2/J DEFGRID3
* xyz 1 1
H 0.242 3.225 0.788
C 2.308 -2.292 0.415
H -3.398 -0.128 0.230
C -0.574 -1.958 -0.083
C 0.340 -0.908 -0.069
H 1.706 -3.094 0.157
C -1.519 0.710 -0.025
C -0.149 0.460 -0.080
H -0.172 -2.971 -0.346
H 3.376 -2.451 0.463
C -1.960 -1.709 -0.088
H 2.064 2.835 0.746
N 1.754 -1.097 0.072
H -1.911 1.645 -0.128
N 0.847 1.381 0.009
C 2.593 -0.071 0.211
O 3.637 0.392 0.222
C -2.383 -0.300 0.025
H 1.147 3.276 -0.784
H -2.622 -2.513 0.215
C 1.058 2.726 0.218
*
```

Highest occupied orbital energy (alpha / beta) in eV: -11.8 / -11.0
Maximum force in eV Å⁻¹: 5.5